# 1
Entry from the Open Molecules 2025 dataset: a gas-phase ion, C4H11N2O (charge +1) at a distorted geometry (wB97M-V/def2-TZVPD).

The geometry in XYZ format:
```
18
Properties=species:S:1:pos:R:3:forces:R:3:mulliken_charge:R:1
C 2.96952 0.06611 -0.49799 0.0 -0.3 -0.5 -1.093
C 1.62590 0.68560 -0.87320 0.2 -0.4 0.4 -0.382
N 0.55882 -0.35925 -0.70844 -0.3 -1.1 -0.5 -0.263
C -0.08204 -0.55771 0.65006 0.4 0.9 -1.2 -0.675
C -1.52737 -0.07166 0.46453 0.2 0.0 0.4 0.642
N -2.10330 0.42613 1.55953 -0.6 0.3 0.6 -0.332
O -2.03093 -0.20014 -0.63170 -0.1 0.1 -0.1 -0.598
H 2.81427 -0.68394 0.27824 0.2 0.1 0.2 0.345
H 3.72548 0.77802 -0.18038 -0.2 0.2 0.2 0.346
H 3.40928 -0.43737 -1.36130 -0.1 -0.1 0.0 0.351
H 1.37438 1.51362 -0.22227 -0.2 0.2 -0.1 0.326
H 1.57722 0.96846 -1.91171 0.1 0.4 -0.2 0.391
H -0.24140 -0.27086 -1.36273 -0.3 0.7 0.3 0.407
H 0.92737 -1.25601 -1.03894 0.4 0.1 0.3 0.380
H 0.48978 0.00596 1.37982 0.0 -0.2 0.2 0.350
H -0.07366 -1.61787 0.80129 -0.1 -0.5 0.6 0.329
H -1.62677 0.65467 2.41601 0.4 -0.3 -0.1 0.209
H -3.07233 0.70960 1.58390 0.0 -0.1 -0.5 0.268
```
Positions in Å, forces in eV/Å.

net charge: +1
total energy: -343.5361 Ha
energy relative to the best compared isomer or geometry (same formula, charge and spin): 17.6 kcal per mole
highest occupied orbital energy: -14.905 eV
largest force on an atom: 1.56 eV/A
SMILES string: CC[NH2+]CC(N)=O
LUMO level: -3.08 eV
orbital gap: 0.4345 hartree


# 2
Entry from the Open Molecules 2025 dataset: a single C4H9NO molecule (wB97M-V/def2-TZVPD).

The geometry in XYZ format:
```
15
Properties=species:S:1:pos:R:3:forces:R:3:mulliken_charge:R:1
C 1.72967 0.75735 -0.48444 0.0 -0.1 0.2 -1.408
C 0.73271 0.06994 0.45369 -0.2 -0.1 -0.5 0.415
O 0.72977 0.80139 1.67151 -0.4 -0.1 -0.2 -0.535
C -0.64045 0.01698 -0.23715 0.4 0.3 0.0 -0.139
C -1.33905 -1.25768 -0.46074 0.0 -0.4 0.0 -0.428
N -1.84034 -0.31754 0.55746 0.2 0.2 -0.3 -0.607
H 2.72218 0.77379 -0.02611 -0.1 0.0 -0.1 0.344
H 1.80539 0.25222 -1.45608 -0.1 0.0 0.2 0.357
H 1.41869 1.79731 -0.64512 0.0 -0.2 0.0 0.346
H 1.05015 -0.97334 0.63491 0.0 0.3 0.1 0.168
H -0.13897 0.67193 2.07883 0.1 -0.1 0.0 0.344
H -0.76105 0.76858 -1.01663 -0.1 0.0 0.2 0.387
H -0.90722 -2.15794 -0.02638 -0.1 0.1 -0.1 0.245
H -1.87988 -1.42061 -1.39461 0.0 0.2 0.3 0.276
H -2.63218 0.21005 0.18954 0.2 -0.2 0.2 0.234
```
Positions in Å, forces in eV/Å.

total energy: -287.7597 Ha
energy relative to the best compared isomer or geometry (same formula, charge and spin): 45.6 kcal per mole
highest occupied orbital energy: -9.903 eV
largest force on an atom: 0.54 eV/A
SMILES string: C[C@@H](O)[C@H]1CN1
LUMO level: 1.06 eV
orbital gap: 0.4030 hartree